No. 1
{
  "formula": "C33H50BN6O2S3Ti",
  "method": "ωB97M-V with the def2-TZVPD basis set",
  "species": ["Ti", "C", "C", "C", "C", "N", "N", "B", "N", "N", "C", "C", "C", "C", "C", "S", "C", "C", "C", "C", "N", "N", "C", "C", "C", "C", "C", "S", "C", "C", "C", "C", "C", "S", "C", "C", "C", "C", "H", "H", "H", "H", "H", "H", "H", "H", "H", "H", "H", "H", "H", "H", "H", "H", "H", "H", "H", "H", "H", "H", "H", "H", "H", "H", "H", "H", "H", "H", "H", "H", "H", "H", "H", "H", "H", "H", "H", "C", "C", "C", "C", "C", "H", "H", "H", "H", "H", "H", "H", "H", "H", "H", "O", "C", "O", "H"],
  "coordinates": [[-2.397, 1.738, -1.527], [1.844, 4.328, 0.213], [1.686, 2.875, -0.092], [2.737, 2.087, -0.454], [2.518, 0.741, -0.777], [1.330, 0.192, -0.629], [0.293, 0.954, -0.297], [-1.184, 0.347, -0.177], [-1.279, -1.189, -0.491], [-0.493, -2.039, 0.205], [-0.655, -3.322, 0.086], [-1.657, -3.863, -0.769], [-2.455, -3.039, -1.477], [-3.537, -3.545, -2.372], [-2.265, -1.613, -1.334], [-3.256, -0.564, -2.177], [0.192, -4.258, 0.943], [1.353, -3.514, 1.585], [0.759, -5.395, 0.084], [-0.706, -4.841, 2.041], [-1.492, 0.482, 1.385], [-0.470, 0.280, 2.214], [-0.600, 0.526, 3.485], [-1.840, 0.956, 4.015], [-2.906, 1.128, 3.189], [-4.232, 1.602, 3.684], [-2.713, 0.908, 1.782], [-3.921, 1.221, 0.651], [0.641, 0.280, 4.340], [0.610, 1.110, 5.624], [0.689, -1.209, 4.708], [1.896, 0.650, 3.542], [0.396, 2.294, -0.115], [-1.007, 3.261, -0.014], [3.656, -0.157, -1.242], [3.105, -1.330, -2.058], [4.412, -0.657, -0.004], [4.630, 0.626, -2.130], [2.892, 4.622, 0.160], [1.454, 4.558, 1.206], [1.259, 4.922, -0.491], [3.730, 2.514, -0.524], [-1.794, -4.936, -0.827], [-3.556, -4.636, -2.371], [-3.390, -3.182, -3.390], [-4.506, -3.161, -2.050], [2.071, -3.221, 0.830], [1.855, -4.166, 2.305], [1.020, -2.604, 2.084], [1.360, -4.997, -0.736], [-0.024, -6.025, -0.342], [1.399, -6.035, 0.696], [-1.090, -4.046, 2.683], [-0.142, -5.543, 2.661], [-1.560, -5.375, 1.617], [-1.941, 1.163, 5.072], [-4.211, 1.749, 4.764], [-5.015, 0.887, 3.426], [-4.502, 2.534, 3.185], [-0.211, 0.822, 6.283], [0.521, 2.177, 5.408], [1.539, 0.954, 6.177], [-0.169, -1.486, 5.327], [1.600, -1.434, 5.268], [0.673, -1.827, 3.809], [1.900, 1.715, 3.297], [1.943, 0.095, 2.606], [2.788, 0.427, 4.134], [2.323, -1.859, -1.521], [3.916, -2.023, -2.296], [2.669, -0.974, -2.994], [3.745, -1.175, 0.678], [4.860, 0.179, 0.539], [5.213, -1.343, -0.295], [4.103, 1.110, -2.956], [5.369, -0.058, -2.553], [5.176, 1.390, -1.575], [-0.638, 1.794, -5.384], [-0.631, 2.493, -4.019], [-1.491, 3.756, -4.104], [0.813, 2.912, -3.690], [-1.108, 1.545, -2.932], [-0.323, 2.475, -6.184], [-1.640, 1.428, -5.617], [0.040, 0.935, -5.379], [-1.078, 4.460, -4.836], [-1.535, 4.262, -3.136], [-2.516, 3.521, -4.394], [0.835, 3.483, -2.759], [1.242, 3.534, -4.487], [1.449, 2.030, -3.562], [-0.539, 0.604, -3.010], [-5.497, 3.705, -3.451], [-4.981, 2.761, -2.884], [-3.946, 2.800, -2.113], [-5.404, 1.740, -3.000]],
  "homo_ev": [-3.02, -3.02],
  "charge": -1,
  "lumo_energy_ha": [0.082, 0.082],
  "multiplicity": 1,
  "homo_lumo_gap_ha": [0.193, 0.193],
  "energy_ha": -3835.51693
}

***

No. 2
{
  "formula": "C40H44F3N4O5P3ReSe2Te",
  "method": "ωB97M-V with the def2-TZVPD basis set",
  "species": ["Re", "C", "O", "C", "C", "O", "C", "H", "H", "H", "H", "H", "H", "H", "H", "H", "H", "Se", "P", "C", "C", "C", "C", "C", "C", "C", "C", "C", "C", "C", "C", "C", "C", "N", "N", "N", "P", "Se", "C", "C", "C", "C", "C", "C", "C", "C", "C", "C", "C", "C", "H", "H", "H", "H", "H", "H", "H", "H", "H", "H", "H", "H", "H", "H", "H", "H", "H", "H", "H", "H", "C", "C", "O", "P", "O", "Te", "O", "C", "C", "H", "H", "H", "H", "H", "H", "H", "H", "H", "H", "F", "C", "F", "F", "C", "C", "C", "N", "C", "C", "H", "H", "H", "H"],
  "coordinates": [[-2.300, 1.609, 0.224], [-3.221, -1.191, 1.353], [-3.520, 0.236, 1.401], [-4.930, 0.532, 1.405], [-5.076, 2.019, 1.386], [-4.300, 2.499, 0.272], [-4.547, 3.888, -0.072], [-3.653, -1.670, 2.228], [-2.142, -1.297, 1.386], [-3.624, -1.627, 0.441], [-5.378, 0.126, 2.309], [-5.398, 0.067, 0.539], [-4.700, 2.465, 2.305], [-6.120, 2.291, 1.253], [-5.551, 3.978, -0.477], [-3.820, 4.167, -0.827], [-4.443, 4.513, 0.813], [4.189, -0.523, -0.857], [2.628, -1.933, -0.861], [2.426, -2.713, -2.490], [2.516, -1.896, -3.620], [2.416, -2.445, -4.886], [2.238, -3.818, -5.041], [2.170, -4.635, -3.927], [2.270, -4.087, -2.648], [2.713, -3.266, 0.342], [3.930, -3.522, 0.962], [4.053, -4.624, 1.803], [2.968, -5.464, 2.014], [1.749, -5.208, 1.393], [1.622, -4.112, 0.553], [1.035, -1.009, -0.572], [0.433, -0.224, 0.449], [-0.631, 0.395, -0.156], [-0.646, -0.049, -1.416], [0.304, -0.863, -1.699], [0.831, 0.349, 2.166], [-1.742, 2.536, 2.426], [0.197, -1.001, 3.209], [-0.119, -0.658, 4.528], [-0.589, -1.624, 5.410], [-0.754, -2.937, 4.981], [-0.448, -3.282, 3.670], [0.018, -2.315, 2.786], [2.628, 0.189, 2.333], [3.359, 1.378, 2.419], [4.729, 1.343, 2.642], [5.371, 0.121, 2.790], [4.643, -1.061, 2.727], [3.280, -1.029, 2.502], [2.683, -0.833, -3.502], [2.493, -1.804, -5.758], [2.175, -4.249, -6.034], [2.048, -5.706, -4.039], [2.242, -4.747, -1.793], [4.767, -2.857, 0.780], [5.002, -4.830, 2.286], [3.073, -6.332, 2.657], [0.907, -5.875, 1.552], [0.679, -3.924, 0.048], [0.013, 0.366, 4.866], [-0.825, -1.352, 6.434], [-1.116, -3.691, 5.671], [-0.559, -4.309, 3.336], [0.253, -2.592, 1.767], [2.849, 2.329, 2.319], [5.290, 2.270, 2.718], [6.439, 0.088, 2.972], [5.142, -2.013, 2.861], [2.720, -1.957, 2.480], [3.556, 3.049, -1.048], [2.489, 4.063, -0.730], [1.181, 3.408, -0.906], [-0.161, 4.030, -0.407], [-1.254, 3.059, -0.827], [-0.033, 4.307, 2.020], [-0.234, 5.388, -1.160], [-1.215, 6.484, -1.224], [-1.944, 6.795, 0.057], [4.529, 3.458, -0.768], [3.570, 2.819, -2.115], [3.393, 2.123, -0.490], [2.528, 4.926, -1.391], [2.576, 4.410, 0.303], [-1.904, 6.230, -2.022], [-0.627, 7.336, -1.542], [-2.481, 5.927, 0.443], [-2.675, 7.579, -0.153], [-1.274, 7.160, 0.829], [-2.417, -2.552, -5.175], [-3.291, -1.539, -5.153], [-3.120, -0.820, -6.271], [-4.531, -2.047, -5.173], [-3.087, -0.674, -3.931], [-1.852, -0.441, -3.511], [-1.634, 0.494, -2.371], [-2.805, 0.815, -1.558], [-4.058, 0.551, -2.102], [-4.243, -0.111, -3.247], [-0.977, -0.882, -3.979], [-1.200, 1.433, -2.729], [-4.904, 0.905, -1.532], [-5.242, -0.281, -3.623]],
  "homo_ev": [-11.91, -11.91],
  "charge": 2,
  "lumo_energy_ha": [-0.275, -0.250],
  "multiplicity": 2,
  "s2": 1.083,
  "homo_lumo_gap_ha": [0.162, 0.187],
  "energy_ha": -8618.25818
}

***

No. 3
{
  "formula": "C2H3O2S2",
  "method": "ωB97M-V with the def2-TZVPD basis set",
  "species": ["C", "C", "O", "O", "S", "S", "H", "H", "H"],
  "coordinates": [[1.227, -0.152, -0.329], [0.126, 0.527, 0.353], [-1.550, -0.949, -1.106], [-2.462, -0.164, 1.121], [1.310, 1.685, -0.262], [-1.855, 0.158, -0.181], [1.998, -0.829, 0.172], [0.981, -0.619, -1.261], [0.224, 0.345, 1.491]],
  "homo_ev": -3.24,
  "charge": -1,
  "lumo_energy_ha": 0.124,
  "multiplicity": 1,
  "homo_lumo_gap_ha": 0.243,
  "energy_ha": -1024.86168
}

***

No. 4
{
  "formula": "C19H33F3NO6P2SV",
  "method": "ωB97M-V with the def2-TZVPD basis set",
  "species": ["V", "C", "C", "C", "O", "P", "O", "C", "P", "O", "O", "C", "C", "C", "O", "C", "C", "C", "O", "C", "C", "C", "H", "H", "H", "H", "H", "H", "H", "H", "H", "H", "H", "H", "H", "H", "H", "H", "H", "H", "H", "H", "H", "H", "H", "H", "H", "H", "H", "H", "H", "H", "F", "C", "F", "F", "C", "C", "C", "C", "N", "C", "S", "H", "H", "H"],
  "coordinates": [[-0.087, 1.757, 0.616], [-0.496, 0.159, -4.803], [-0.145, 0.866, -3.520], [1.274, 1.379, -3.450], [-0.278, -0.118, -2.414], [-1.482, -0.107, -1.432], [-1.599, 1.142, -0.606], [-1.160, -1.513, -0.356], [0.001, -1.215, 0.993], [-0.429, -0.040, 1.811], [0.134, -2.489, 1.871], [0.338, -3.875, 1.416], [-1.011, -4.530, 1.230], [1.170, -4.549, 2.482], [1.327, -0.952, 0.194], [2.690, -0.937, 0.774], [3.390, -2.180, 0.289], [3.350, 0.339, 0.318], [-2.745, -0.390, -2.281], [-4.122, -0.095, -1.827], [-4.566, 1.157, -2.541], [-4.943, -1.320, -2.136], [-0.408, 0.863, -5.631], [-1.514, -0.222, -4.785], [0.191, -0.666, -4.985], [-0.855, 1.671, -3.306], [1.977, 0.562, -3.608], [1.479, 1.843, -2.484], [1.435, 2.127, -4.226], [-0.813, -2.345, -0.974], [-2.118, -1.782, 0.100], [0.887, -3.824, 0.468], [-1.578, -4.489, 2.158], [-0.869, -5.577, 0.964], [-1.597, -4.068, 0.439], [0.598, -4.648, 3.403], [2.076, -3.989, 2.701], [1.452, -5.546, 2.145], [2.567, -0.943, 1.863], [3.430, -2.189, -0.799], [2.904, -3.090, 0.635], [4.414, -2.183, 0.664], [3.460, 0.347, -0.767], [4.345, 0.405, 0.760], [2.798, 1.232, 0.616], [-4.064, 0.082, -0.748], [-4.529, 1.009, -3.619], [-3.939, 2.006, -2.274], [-5.593, 1.392, -2.264], [-4.941, -1.522, -3.205], [-5.974, -1.159, -1.822], [-4.566, -2.199, -1.614], [3.333, 5.105, 1.347], [3.134, 4.714, 2.607], [4.091, 3.803, 2.907], [3.347, 5.778, 3.402], [1.766, 4.125, 2.857], [1.337, 4.068, 4.170], [0.130, 3.465, 4.504], [-0.587, 2.881, 3.483], [-0.192, 2.953, 2.212], [0.944, 3.607, 1.847], [1.198, 3.668, 0.106], [1.954, 4.501, 4.945], [-0.223, 3.425, 5.522], [-1.499, 2.323, 3.657]],
  "homo_ev": [-10.10, -10.95],
  "charge": 1,
  "lumo_energy_ha": [-0.078, -0.082],
  "multiplicity": 4,
  "s2": 3.758,
  "homo_lumo_gap_ha": [0.293, 0.320],
  "energy_ha": -3574.57242
}

***

No. 5
{
  "formula": "C4H6N2S",
  "method": "ωB97M-V with the def2-TZVPD basis set",
  "species": ["C", "C", "C", "C", "N", "N", "S", "H", "H", "H", "H", "H", "H"],
  "coordinates": [[0.921, 1.025, 3.213], [0.399, 0.527, -2.212], [-0.367, -0.091, -3.061], [-0.679, -0.748, 0.781], [0.799, 0.206, 2.343], [0.442, -0.621, 1.550], [1.311, 1.187, -1.195], [1.577, 1.724, 3.532], [-0.637, 0.237, -4.061], [-0.778, -0.990, -2.664], [-1.366, 0.100, 0.919], [-0.452, -0.880, -0.237], [-1.168, -1.676, 1.092]],
  "homo_ev": -8.27,
  "lumo_energy_ha": 0.001,
  "multiplicity": 1,
  "homo_lumo_gap_ha": 0.305,
  "energy_ha": -663.51340
}

***

No. 6
{
  "formula": "C7H11N3O4",
  "method": "ωB97M-V with the def2-TZVPD basis set",
  "species": ["C", "C", "C", "C", "C", "C", "C", "N", "N", "N", "O", "O", "O", "O", "H", "H", "H", "H", "H", "H", "H", "H", "H", "H", "H"],
  "coordinates": [[1.003, 0.256, -1.862], [-0.355, 1.348, -0.418], [1.899, -0.505, -1.170], [-0.293, -0.899, 0.617], [0.288, -1.541, 1.872], [-1.503, 2.672, 1.150], [-1.516, -1.346, -1.369], [0.139, 1.162, -1.601], [-0.383, 0.404, 0.528], [2.495, -0.144, 0.043], [3.190, -0.964, 0.625], [2.180, 0.866, 0.550], [-0.983, 2.466, -0.160], [-0.775, -1.794, -0.290], [1.040, -0.058, -2.914], [2.411, -1.366, -1.606], [-0.506, -1.921, 2.580], [0.819, -0.769, 2.304], [0.888, -2.344, 1.508], [-1.877, 3.674, 1.340], [-0.719, 2.514, 1.959], [-2.174, 1.923, 1.355], [-2.142, -2.181, -1.869], [-0.879, -0.925, -2.157], [-2.248, -0.530, -1.013]],
  "homo_ev": [-5.76, -9.98],
  "lumo_energy_ha": [0.017, -0.102],
  "multiplicity": 3,
  "s2": 2.011,
  "homo_lumo_gap_ha": [0.229, 0.265],
  "energy_ha": -738.26402
}